9
Properties=species:S:1:pos:R:3:forces:R:3 method="wB97M-V/def2-TZVPD" e_homo_ev=-7.559 e_tot_ha=-577.8880 de_lowest_kcal_mol=177.0 orbital_gap_ev=6.972
O -2.2533 -1.0914 0.9331 -1.89 0.26 -0.48
C -0.4249 -1.0708 -0.5604 0.11 0.19 -0.84
C -1.5759 -1.0074 -0.1914 1.35 -0.48 2.00
O 0.8189 -0.7862 -0.9467 0.34 0.37 -0.38
C 1.2403 0.3562 -0.3896 -0.79 0.13 0.13
O 2.4313 0.5628 -0.8287 1.00 -0.03 -0.49
H 2.7750 1.3999 -0.4869 -0.16 -0.19 0.06
O -2.2095 0.2599 1.5077 -1.87 -1.64 0.69
Na -0.8019 1.3770 0.9630 1.90 1.38 -0.70